1.
{"formula": "C27H40BN7O3ReS4", "method": "wB97M-V/def2-TZVPD", "e_above_lowest_kcal_mol": 30.9, "homo_lumo_gap_ev": [3.0, 3.0], "energy_ha": -3357.265871, "homo_energy_ev": [-11.771, -11.770], "spin_multiplicity": 4, "total_charge": 2, "e_lumo_ev": [-8.778, -8.722], "fmax_ev_per_a": 1.61, "s2": 3.795, "species": ["Re", "C", "C", "C", "C", "N", "C", "C", "N", "B", "N", "C", "C", "N", "C", "S", "C", "C", "C", "C", "N", "C", "C", "N", "C", "S", "C", "C", "C", "C", "C", "S", "H", "H", "H", "H", "H", "H", "H", "H", "H", "H", "H", "H", "H", "H", "H", "H", "H", "H", "H", "H", "H", "H", "H", "H", "H", "H", "H", "H", "H", "H", "H", "H", "H", "H", "N", "C", "C", "C", "C", "C", "C", "S", "O", "O", "O", "H", "H", "H", "H", "H", "H"], "coordinates": [[-0.885, -0.390, -0.642], [2.058, -4.086, 3.376], [2.015, -3.156, 2.166], [1.190, -3.832, 1.062], [3.443, -2.856, 1.703], [1.378, -1.851, 2.570], [1.032, -1.522, 3.854], [0.610, -0.233, 3.851], [0.702, 0.244, 2.572], [0.405, 1.746, 2.275], [1.176, 2.239, 1.018], [2.473, 2.673, 1.129], [2.870, 3.129, -0.080], [1.819, 2.977, -0.953], [0.801, 2.422, -0.262], [-0.757, 1.946, -0.890], [1.847, 3.418, -2.394], [3.251, 3.909, -2.737], [0.848, 4.565, -2.561], [1.518, 2.235, -3.313], [-1.125, 2.024, 2.163], [-1.619, 3.274, 2.422], [-2.965, 3.235, 2.285], [-3.315, 1.956, 1.935], [-2.170, 1.235, 1.857], [-2.038, -0.447, 1.404], [-4.735, 1.500, 1.718], [-4.901, 1.010, 0.274], [-5.679, 2.682, 1.923], [-5.061, 0.416, 2.750], [1.156, -0.761, 1.802], [1.350, -0.669, 0.073], [2.517, -5.023, 3.068], [1.057, -4.309, 3.748], [2.668, -3.679, 4.183], [1.562, -4.844, 0.917], [1.265, -3.315, 0.111], [0.142, -3.896, 1.369], [3.934, -3.786, 1.423], [4.017, -2.400, 2.511], [3.460, -2.187, 0.843], [1.102, -2.211, 4.675], [0.265, 0.376, 4.668], [0.809, 2.374, 3.201], [3.018, 2.624, 2.056], [3.818, 3.538, -0.372], [3.532, 4.785, -2.152], [3.262, 4.200, -3.785], [3.994, 3.122, -2.603], [1.102, 5.394, -1.899], [-0.175, 4.253, -2.354], [0.889, 4.927, -3.587], [2.173, 1.388, -3.093], [1.685, 2.534, -4.345], [0.483, 1.923, -3.229], [-0.984, 4.099, 2.693], [-3.685, 4.023, 2.401], [-4.554, 1.775, -0.424], [-5.956, 0.828, 0.077], [-4.369, 0.084, 0.084], [-5.490, 3.477, 1.201], [-5.621, 3.082, 2.935], [-6.696, 2.330, 1.768], [-4.429, -0.464, 2.645], [-6.096, 0.102, 2.625], [-4.945, 0.807, 3.761], [-1.406, -2.440, -1.148], [-0.461, -2.854, -2.167], [-0.196, -4.181, -2.454], [0.722, -4.473, -3.456], [1.346, -3.421, -4.113], [1.093, -2.091, -3.837], [0.165, -1.817, -2.845], [2.471, -3.846, -5.547], [3.224, -4.957, -5.027], [1.438, -4.164, -6.509], [3.201, -2.628, -5.783], [-2.353, -2.410, -1.543], [-1.468, -3.132, -0.400], [-0.700, -4.981, -1.920], [0.958, -5.493, -3.728], [1.610, -1.316, -4.386], [-0.088, -0.757, -2.605]], "lowdin_charge": [0.870, -0.032, -0.524, -0.033, -0.008, 0.034, 0.019, -0.003, 0.022, -0.532, 0.020, -0.006, 0.014, 0.037, -0.616, 0.722, -0.528, -0.033, -0.015, -0.033, 0.027, -0.002, 0.014, 0.033, -0.615, 0.752, -0.528, -0.029, -0.035, -0.018, -0.601, 0.826, 0.108, 0.100, 0.098, 0.108, 0.036, 0.092, 0.111, 0.103, 0.059, 0.136, 0.148, 0.138, 0.145, 0.135, 0.097, 0.108, 0.102, 0.101, 0.058, 0.107, 0.098, 0.108, 0.034, 0.148, 0.135, 0.098, 0.105, 0.035, 0.100, 0.100, 0.107, 0.048, 0.107, 0.103, -0.056, -0.357, -0.005, 0.004, -0.188, -0.019, -0.116, 0.411, -0.319, -0.312, -0.333, 0.135, 0.110, 0.128, 0.137, 0.122, 0.043]}

2.
{"formula": "C27H40BeFKN2O19PS2", "method": "wB97M-V/def2-TZVPD", "e_above_lowest_kcal_mol": 0.0, "homo_lumo_gap_ev": 1.8, "energy_ha": -4443.287468, "homo_energy_ev": -8.384, "spin_multiplicity": 1, "total_charge": 1, "e_lumo_ev": -6.567, "fmax_ev_per_a": 5.93, "species": ["C", "C", "C", "C", "C", "S", "C", "O", "C", "C", "C", "C", "C", "P", "O", "O", "O", "C", "C", "C", "F", "C", "O", "H", "H", "H", "H", "H", "H", "H", "H", "H", "H", "H", "H", "C", "C", "O", "S", "O", "O", "O", "H", "H", "H", "H", "C", "O", "H", "H", "H", "Be", "N", "C", "C", "C", "C", "H", "H", "H", "H", "H", "O", "H", "H", "N", "O", "O", "O", "O", "H", "H", "H", "C", "O", "H", "H", "H", "C", "C", "O", "C", "O", "O", "C", "H", "H", "H", "H", "H", "H", "H", "H", "K"], "coordinates": [[5.517, 2.257, 0.121], [5.110, 2.871, -0.823], [4.509, 3.620, -1.926], [3.010, 3.605, -1.725], [2.380, 4.269, -0.754], [3.183, 5.253, 0.472], [0.880, 4.219, -0.663], [0.240, 5.192, -0.369], [0.280, 2.900, -1.011], [0.932, 2.216, -2.031], [0.443, 1.002, -2.457], [-0.671, 0.475, -1.847], [-1.325, 1.127, -0.798], [-2.721, 0.257, -0.088], [-2.995, 0.555, 1.320], [-2.333, -1.293, -0.181], [-3.968, 0.430, -1.072], [-0.857, 2.375, -0.380], [-1.539, 3.185, 0.704], [-2.564, 4.177, 0.161], [-2.366, 5.381, 0.846], [2.162, 2.803, -2.650], [2.462, 2.601, -3.800], [5.516, 1.852, 1.105], [4.785, 3.166, -2.876], [4.870, 4.648, -1.928], [2.827, 4.552, 1.576], [0.925, 0.460, -3.256], [-1.007, -0.478, -2.236], [-1.856, -1.468, -1.002], [-4.418, -0.423, -1.124], [-1.940, 2.591, 1.517], [-0.765, 3.807, 1.145], [-2.402, 4.407, -0.889], [-3.587, 3.876, 0.382], [-2.354, -6.278, 2.522], [-0.961, -5.818, 2.140], [-1.171, -5.003, 0.980], [-2.570, -4.250, 1.088], [-2.363, -2.927, 1.538], [-3.281, -4.471, -0.123], [-3.193, -5.138, 2.269], [-2.691, -7.099, 1.887], [-2.428, -6.574, 3.564], [-0.294, -6.642, 1.908], [-0.510, -5.196, 2.916], [0.688, 1.229, 2.710], [1.343, 2.274, 2.267], [1.190, 0.224, 2.574], [0.450, 1.213, 3.806], [-0.304, 1.016, 2.241], [4.282, 7.141, -1.052], [6.727, -1.912, 2.737], [6.987, -2.444, 1.504], [5.985, -2.053, 0.660], [5.081, -1.249, 1.407], [5.571, -1.182, 2.685], [7.295, -2.039, 3.553], [7.860, -3.052, 1.336], [5.906, -2.312, -0.383], [4.179, -0.779, 1.051], [5.194, -0.680, 3.560], [-3.961, -0.459, 4.000], [-3.646, 0.029, 3.225], [-3.981, -1.371, 3.692], [1.583, -2.340, 1.818], [1.274, -1.910, 2.981], [1.975, -3.494, 1.679], [1.469, -1.574, 0.854], [-0.201, -1.656, 5.679], [-1.175, -1.577, 5.618], [0.198, -0.843, 6.044], [0.187, -1.862, 4.795], [-4.757, 6.128, 3.030], [-5.403, 6.965, 3.786], [-4.492, 5.144, 3.493], [-5.212, 5.884, 2.047], [-3.722, 6.477, 2.720], [-1.311, -1.481, -6.838], [-0.554, -1.475, -5.519], [-1.444, -1.410, -4.420], [-2.072, -2.571, -4.129], [-1.915, -3.605, -4.720], [-2.863, -2.349, -3.100], [-3.672, -3.468, -2.673], [-1.985, -0.622, -6.898], [-0.626, -1.446, -7.661], [-1.923, -2.377, -6.939], [0.076, -0.587, -5.452], [0.099, -2.345, -5.428], [-3.058, -4.339, -2.484], [-4.437, -3.690, -3.418], [-4.147, -3.164, -1.752], [0.363, -1.078, -8.838]], "lowdin_charge": [0.121, -0.140, -0.165, -0.151, -0.450, 0.655, -0.341, 0.132, -0.022, -0.060, 0.016, -0.033, -0.142, 0.498, -0.255, -0.136, -0.093, -0.110, -0.119, -0.156, -0.070, -0.276, 0.128, 0.031, 0.120, 0.045, -0.083, 0.116, 0.087, 0.057, 0.083, 0.096, 0.108, 0.124, 0.120, -0.153, -0.153, -0.174, 0.607, -0.222, -0.234, -0.184, 0.135, 0.136, 0.142, 0.131, -0.280, -0.067, 0.097, 0.074, 0.088, 0.268, -0.001, -0.143, -0.105, -0.117, -0.145, 0.140, 0.104, 0.089, 0.085, 0.102, -0.074, -0.008, 0.019, -0.602, -0.133, -0.004, -0.030, 0.337, 0.192, 0.193, 0.143, -0.282, -0.010, 0.108, 0.087, 0.141, -0.117, -0.206, 0.025, -0.592, 0.148, 0.004, -0.010, 0.114, -0.175, 0.103, 0.128, 0.139, 0.093, 0.108, 0.075, 1.127]}

Question: Which formula does entry 2 have?
Answer: C27H40BeFKN2O19PS2

Question: What is the formula in the first record?
Answer: C27H40BN7O3ReS4